Entry 1:
80
Properties=species:S:1:pos:R:3:lowdin_charge:R:1 method="wB97M-V/def2-TZVPD" charge=+1 homo_energy_ev=-11.09 total_energy_ev=-134155.2214 spin_multiplicity=1 homo_lumo_gap_ev=6.4 max_force_ev_per_a=3.0
N 1.08762 0.95148 5.66461 -0.3045
P 0.76998 1.43711 4.18207 0.7635
C 1.95767 0.73436 2.90018 -0.2440
C 2.58015 1.71782 1.99479 -0.0114
C 3.52480 1.25034 0.95622 -0.1547
C 4.22481 2.18392 -0.08426 -0.1304
C 3.43439 2.01279 -1.46557 -0.2442
C 2.18388 2.99339 -1.54233 -0.5523
Br 0.54610 2.20293 -0.73728 0.5983
C 3.80495 -0.20563 0.92826 0.0569
C 3.12914 -1.09034 1.87446 0.0268
N 2.22462 -0.62570 2.82425 -0.0730
C 1.58934 -1.65215 3.69010 -0.0259
B 0.70387 -2.62328 2.70204 -0.5206
O 0.74162 -4.03204 2.77530 0.1226
O -0.11748 -2.06107 1.68739 0.1227
H 1.90962 0.33545 5.57244 -0.0306
H -0.55650 1.10649 3.73523 0.0161
H 0.86751 2.87357 4.16700 0.0305
H 2.34768 2.80604 2.06032 0.1155
H 5.28252 1.81052 -0.18509 0.1295
H 4.17013 3.25585 0.24666 0.1241
H 3.07802 0.94181 -1.54215 0.1024
H 4.10034 2.16481 -2.36336 0.1238
H 2.40257 4.00979 -1.13095 0.0769
H 1.95707 3.12563 -2.63999 0.0673
H 4.50823 -0.61013 0.15791 0.1377
H 3.38556 -2.17973 1.78445 0.1612
H 0.90844 -1.23982 4.47971 0.1106
H 2.34962 -2.33805 4.16613 0.1511
H 1.36254 -4.37221 2.09864 0.1338
H -0.79959 -1.48394 2.07738 0.1149
C -4.65631 -10.58668 6.16209 -0.0511
C -3.34385 -10.45527 6.60804 -0.0527
C -2.50279 -9.51668 6.02791 0.0007
C -2.96726 -8.71293 4.99043 -0.0861
C -4.27612 -8.86166 4.52722 -0.0837
C -5.12192 -9.79275 5.12387 0.0041
C -4.77074 -8.04693 3.38988 -0.2779
O -5.91075 -8.17230 2.98783 0.1107
C -3.84539 -7.08118 2.74533 -0.0801
C -4.27493 -6.34992 1.64078 0.0037
C -3.42199 -5.43525 1.03949 -0.0547
C -2.13866 -5.24019 1.54486 -0.0588
C -1.70482 -5.97073 2.64170 -0.0038
C -2.55324 -6.89961 3.23870 -0.0777
C -2.06561 -7.70044 4.38925 -0.2778
O -0.94267 -7.53236 4.82784 0.1009
H -5.31490 -11.31412 6.62240 0.1103
H -2.97801 -11.08496 7.41080 0.1096
H -1.48368 -9.41456 6.38190 0.1208
H -6.14253 -9.90255 4.77674 0.1229
H -5.27352 -6.49551 1.24553 0.1230
H -3.75689 -4.87088 0.17649 0.1076
H -1.47524 -4.51994 1.07893 0.0934
H -0.70569 -5.81915 3.02744 0.0966
C -1.85599 4.62463 -4.94185 -0.0579
C -2.47275 5.06591 -6.10970 -0.0509
C -1.89655 6.08192 -6.85922 0.0075
C -0.70687 6.66905 -6.43742 -0.0799
C -0.10237 6.24289 -5.25468 -0.0860
C -0.67422 5.21246 -4.51524 -0.0080
C 1.13959 6.89089 -4.76494 -0.2782
O 1.66912 6.51405 -3.73304 0.0798
C 1.71962 8.00866 -5.54759 -0.0868
C 2.85217 8.66577 -5.07322 -0.0022
C 3.40985 9.70428 -5.80523 -0.0541
C 2.84428 10.08520 -7.01910 -0.0496
C 1.71266 9.43732 -7.49343 0.0063
C 1.14162 8.40444 -6.75535 -0.0820
C -0.08885 7.74258 -7.25511 -0.2773
O -0.58584 8.07649 -8.31229 0.1144
H -2.30197 3.82474 -4.36168 0.1064
H -3.40274 4.61499 -6.43605 0.1103
H -2.37720 6.41880 -7.77020 0.1244
H -0.20053 4.86970 -3.60261 0.1068
H 3.29858 8.37161 -4.13062 0.1181
H 4.28828 10.21773 -5.43154 0.1091
H 3.28505 10.89183 -7.59342 0.1110
H 1.27335 9.74062 -8.43647 0.1240

***

Entry 2:
15
Properties=species:S:1:pos:R:3:nbo_charge:R:1 method="wB97M-V/def2-TZVPD" charge=0 de_lowest_kcal_mol=99.64 homo_energy_ev=-9.74 total_energy_ev=-10416.6827 spin_multiplicity=1 homo_lumo_gap_ev=10.6 max_force_ev_per_a=0.5
C -0.92339 -1.04122 -1.56319 -0.6175
C -0.53460 -0.46323 -0.20838 0.0640
O 0.14954 -1.48255 0.47931 -0.7271
C 0.31842 0.79200 -0.39119 -0.1250
O 0.19206 1.77388 0.68410 -0.4772
C 0.74398 1.58987 1.84503 0.4083
O 1.33865 0.46179 2.11460 -0.7208
H -0.03208 -1.26233 -2.16000 0.2115
H -1.56522 -0.35465 -2.12335 0.2074
H -1.46446 -1.97910 -1.41542 0.2292
H -1.45181 -0.16578 0.32736 0.1652
H 0.60946 -1.08087 1.23307 0.4914
H -0.01635 1.36586 -1.25500 0.2086
H 1.37042 0.52092 -0.51759 0.2069
H 1.26539 1.32543 2.95064 0.4753

***

Entry 3:
43
Properties=species:S:1:pos:R:3:nbo_charge:R:1 method="wB97M-V/def2-TZVPD" charge=0 de_lowest_kcal_mol=63.23 smiles="O=C(CSc1nnc2ccccn12)Nc1ccccc1C(=O)NC1CC1" homo_energy_ev=-8.04 total_energy_ev=-41321.5265 spin_multiplicity=1 homo_lumo_gap_ev=8.4 max_force_ev_per_a=2.9
O -0.00832 0.94618 0.28408 -0.6553
O 2.89838 -2.10945 2.73458 -0.6089
N -1.09942 -2.93362 1.84000 -0.2827
N -1.84791 -3.40799 0.82318 -0.2840
S -0.75420 -0.62225 3.32585 0.2350
C 0.82243 1.09614 -0.61285 0.6761
C 1.79118 -1.66621 2.45587 0.6865
C -1.53240 -1.70640 2.13017 0.1501
C -2.69674 -2.50386 0.45118 0.2791
C -3.67383 -2.54173 -0.61970 -0.2067
C -4.45636 -1.38841 -0.78906 -0.2010
C -4.15736 -0.18314 -0.00447 -0.2612
C -3.20537 -0.20245 1.00808 0.0335
C 3.80211 -0.61090 -2.31025 -0.2416
C 4.16442 -1.57402 -1.36141 -0.1651
C 2.68113 0.22241 -2.02652 -0.1566
C 3.37870 -1.74365 -0.22367 -0.2609
C 1.89867 0.08377 -0.85040 -0.2043
C 2.26929 -0.95594 0.06596 0.2931
N -2.53324 -1.37798 1.23406 -0.3544
N 1.47852 -1.17498 1.20094 -0.6620
N 0.57193 2.16416 -1.45197 -0.6100
C 0.80639 -1.59025 3.64215 -0.5829
C -0.35011 4.41949 -2.03041 -0.4262
C -0.10086 4.44808 -0.52211 -0.4276
C -0.46530 3.14209 -1.21338 -0.0518
H -3.88678 -3.46170 -1.21021 0.2484
H -5.24524 -1.27795 -1.53951 0.2244
H -4.66420 0.73340 -0.18693 0.2230
H -2.94185 0.64693 1.57685 0.2282
H 4.32149 -0.52115 -3.24791 0.2170
H 4.99670 -2.25874 -1.51955 0.2210
H 2.45601 0.94776 -2.77937 0.1972
H 3.64030 -2.58465 0.43488 0.2520
H 0.56372 -0.67637 1.15621 0.4488
H 1.27700 2.39276 -2.14038 0.3912
H 0.57924 -2.61614 3.93380 0.2699
H 1.34460 -1.17150 4.47971 0.2622
H -1.23032 4.90254 -2.41485 0.2234
H 0.51560 4.51168 -2.69350 0.2105
H -0.83119 4.87112 0.18187 0.2221
H 0.93009 4.58573 -0.17902 0.2211
H -1.50691 2.74720 -1.03196 0.2296

***

Entry 4:
77
Properties=species:S:1:pos:R:3:lowdin_charge:R:1 method="wB97M-V/def2-TZVPD" charge=0 de_lowest_kcal_mol=32.29 smiles="CCN[C@]1(O)C[C@@](N)(CN)C(=O)N1.COCCNCCOC.COCCNCCOC" homo_energy_ev=-8.60 total_energy_ev=-41670.0980 spin_multiplicity=1 homo_lumo_gap_ev=9.2 max_force_ev_per_a=4.1
C 2.13741 -4.52737 -1.48436 -0.1053
C 3.27294 -3.98932 -2.49226 -0.2536
N 3.41046 -2.51014 -2.51832 -0.0080
C 4.36498 -2.00523 -1.51385 -0.4912
O 5.68798 -2.41752 -1.97888 -0.0352
C 4.13152 -2.36443 0.04171 -0.0239
C 3.09265 -1.19495 0.38952 -0.3864
N 1.82717 -1.06860 -0.37933 0.1095
C 2.81562 -1.40087 1.95565 -0.1916
N 1.90439 -2.55405 2.19045 -0.0035
C 3.96277 0.04136 -0.12244 -0.3092
O 4.16517 1.16805 0.36891 0.0613
N 4.51156 -0.49999 -1.40520 0.1291
H 1.30370 -5.10646 -1.99206 0.0706
H 2.66751 -5.17214 -0.69559 0.0657
H 1.70930 -3.63449 -0.89620 0.0566
H 4.27632 -4.52374 -2.33374 0.1153
H 2.92952 -4.30475 -3.54532 0.1189
H 3.73938 -2.19681 -3.45002 0.1229
H 6.16386 -2.81368 -1.22017 0.0921
H 3.87795 -3.43579 0.31883 0.1161
H 5.11486 -2.03126 0.51841 0.1399
H 1.01272 -0.90373 0.22292 0.0706
H 1.91169 -0.33934 -1.09471 0.0707
H 3.82477 -1.63693 2.44011 0.1290
H 2.34063 -0.49359 2.45056 0.1233
H 1.03561 -2.48459 1.64419 0.0436
H 2.32779 -3.45480 1.94114 0.0591
H 4.07424 -0.01621 -2.20149 0.1260
C 1.49859 2.34325 -2.87925 -0.1070
O 0.94980 1.96062 -1.62718 -0.2091
C 1.58396 2.60258 -0.51666 -0.2106
C 0.61930 3.57524 0.15997 -0.1983
N 0.36640 4.74309 -0.68381 -0.0505
C -0.73137 5.58450 -0.20429 -0.1965
C -2.13739 4.96961 -0.18965 -0.2185
O -2.66139 4.69883 -1.48514 -0.1763
C -2.28894 3.43900 -2.02338 -0.0923
H 1.05292 1.71173 -3.64990 0.0905
H 1.25786 3.38523 -3.10812 0.0794
H 2.58320 2.19822 -2.89368 0.0824
H 2.51814 3.09679 -0.80262 0.1247
H 1.83594 1.81345 0.19660 0.0915
H 1.04886 3.90420 1.11119 0.1267
H -0.30851 3.03052 0.36882 0.0904
H 0.13913 4.42952 -1.62094 0.0679
H -0.75536 6.46508 -0.85586 0.1180
H -0.48643 5.94839 0.80094 0.1171
H -2.80936 5.71344 0.25062 0.1195
H -2.20673 4.08575 0.45297 0.1047
H -2.15201 2.67883 -1.24970 0.0728
H -1.38174 3.53836 -2.62449 0.0728
H -3.08672 3.10956 -2.69198 0.0899
C -5.77464 -2.74077 0.96757 -0.1139
O -5.78971 -1.47087 1.60211 -0.1984
C -5.37312 -1.52075 2.96712 -0.2094
C -4.03637 -0.80161 3.14388 -0.2072
N -2.94509 -1.55726 2.52833 -0.0493
C -1.68833 -0.81116 2.44684 -0.1906
C -1.66419 0.43881 1.55616 -0.2228
O -1.80455 0.15916 0.16733 -0.1922
C -3.14620 0.05818 -0.28602 -0.0964
H -6.23088 -2.63069 -0.01741 0.0890
H -4.74916 -3.09693 0.83288 0.0770
H -6.35273 -3.47227 1.53932 0.0873
H -5.33080 -2.54621 3.35009 0.1217
H -6.13288 -0.98513 3.54525 0.1199
H -3.83201 -0.67928 4.21196 0.1227
H -4.13248 0.19255 2.69407 0.1024
H -3.21728 -1.82278 1.58820 0.0680
H -0.93626 -1.51072 2.06502 0.0975
H -1.37194 -0.53790 3.46060 0.1231
H -0.67351 0.89355 1.66636 0.1091
H -2.38094 1.20176 1.87674 0.1100
H -3.82576 0.70281 0.27682 0.0935
H -3.48254 -0.98055 -0.24236 0.0725
H -3.17122 0.36360 -1.33378 0.0844